No. 1
Formula: C38H36FHoN3O5S4
Source: the OMol25 dataset
Level of theory: ωB97M-V/def2-TZVPD

Properties
Net charge: 0
ΔE to the lowest compared entry with this formula, charge and spin, eV: 0.000
Orbital gap (alpha / beta), eV: 4.83 / 6.00
Multiplicity: 6

Geometry (Å):
Ho: -0.38083 0.29095 -0.27448
C: -0.42227 -4.02287 -1.21978
C: -0.82273 -3.28033 -2.48449
S: 0.05626 -1.71402 -2.85689
C: 1.78990 -2.29190 -3.09797
C: 2.79804 -1.50974 -2.27294
S: 2.45549 -1.37298 -0.48499
C: 2.49264 -3.14343 0.01336
C: 1.32909 -3.49135 0.92331
S: -0.30585 -2.97348 0.29312
H: 0.54200 -4.51230 -1.33191
H: -1.17578 -4.78603 -1.01470
H: -1.85694 -2.94701 -2.40923
H: -0.71955 -3.94163 -3.34792
H: 2.02381 -2.14683 -4.15345
H: 1.81528 -3.35847 -2.88235
H: 2.81137 -0.46868 -2.59812
H: 3.79578 -1.93716 -2.38328
H: 3.43185 -3.30631 0.54295
H: 2.49314 -3.73713 -0.89851
H: 1.41258 -2.95631 1.86975
H: 1.29784 -4.56523 1.11648
C: -3.35904 0.44612 1.93577
O: -2.01289 0.07517 1.69184
C: -1.35135 -0.48304 2.78194
C: -2.00034 -1.15009 3.80345
C: -1.28738 -1.62150 4.89841
C: 0.08412 -1.43553 4.95756
C: 0.74765 -0.80501 3.92598
C: 0.05357 -0.30739 2.81183
N: 0.67004 0.33696 1.75084
N: 1.93054 0.67346 2.04336
C: 2.77160 1.20287 1.16264
C: 2.50430 1.63274 -0.17304
O: 1.21623 1.77473 -0.60301
C: 3.56330 1.91250 -1.04728
C: 4.86925 1.82978 -0.64376
C: 5.19261 1.53679 0.70034
C: 6.52320 1.50042 1.16121
C: 6.80505 1.24175 2.47733
C: 5.76718 1.01889 3.38582
C: 4.46326 1.03410 2.95748
C: 4.14577 1.27491 1.61580
H: -4.02582 -0.42431 1.91396
H: -3.64853 1.13491 1.14147
H: -3.45637 0.95249 2.90240
H: -3.06650 -1.31182 3.75497
H: -1.81675 -2.10853 5.70307
H: 0.63794 -1.78189 5.81775
H: 1.81604 -0.66229 3.94891
H: 3.32203 2.20324 -2.06080
H: 5.66134 2.01409 -1.35253
H: 7.32493 1.68465 0.45899
H: 7.82884 1.21541 2.82059
H: 5.99174 0.83779 4.42663
H: 3.64941 0.87514 3.64552
C: -7.37712 0.91159 -3.42287
C: -7.32070 -0.00810 -2.20056
C: -7.98099 -1.34269 -2.53758
C: -7.97209 -2.25146 -1.32098
C: -6.55624 -2.45047 -0.87925
C: -6.18246 -3.61088 -0.22273
C: -4.86579 -3.78531 0.17651
F: -4.52603 -4.91605 0.83179
C: -3.90395 -2.84720 -0.09528
C: -4.26258 -1.67169 -0.77054
C: -3.23702 -0.68652 -1.05038
O: -2.00747 -0.96863 -0.91050
C: -3.71805 0.58373 -1.47863
C: -5.03067 0.73518 -1.80731
N: -5.94876 -0.25761 -1.75160
C: -5.60601 -1.45080 -1.14786
C: -2.81428 1.83128 -1.50974
O: -3.19221 2.78825 -2.16196
O: -1.77978 1.76982 -0.77398
H: -8.38046 0.87286 -3.84220
H: -6.67070 0.58851 -4.18544
H: -7.17367 1.94859 -3.17256
H: -7.86903 0.46348 -1.36965
H: -7.42987 -1.81468 -3.35304
H: -9.00125 -1.16584 -2.87164
H: -8.42926 -3.21304 -1.55295
H: -8.54925 -1.79738 -0.51105
H: -6.90864 -4.37930 -0.00905
H: -2.87988 -2.98649 0.21148
H: -5.35777 1.70395 -2.14834
S: 0.83036 2.39170 -3.13244
C: 0.94422 1.25964 -1.97376

Cartesian forces (eV/Å) of the 6 atoms listed first:
1.1 -1.8 0.4
-0.1 0.4 0.4
0.4 0.5 -0.2
0.1 -0.6 0.1
-0.6 0.3 0.0
-0.1 0.0 0.5


No. 2
Formula: C3H3F2O3P
Source: the OMol25 dataset
Level of theory: ωB97M-V/def2-TZVPD

Properties
Net charge: -2
ΔE to the lowest compared entry with this formula, charge and spin, eV: 0.000
Orbital gap, eV: 6.60

Geometry (Å):
C: -2.04261 -0.25559 1.84516
C: -1.71444 0.12883 0.63923
C: 0.79721 -0.43772 -0.36384
O: 0.97497 0.74665 -2.82100
O: 2.04178 1.97600 -0.83429
O: 2.98523 -0.28381 -1.60011
F: 1.39706 -0.71430 0.80478
F: 0.48807 -1.63617 -0.87594
P: 1.81156 0.69100 -1.57466
H: -3.03107 -0.09746 2.33131
H: -1.33263 -0.75203 2.50262
H: -2.37513 0.63460 -0.05327

Cartesian forces (eV/Å) of the 6 atoms listed first:
-0.8 -0.1 1.1
2.2 -0.3 -1.5
-0.3 -1.4 0.9
-0.3 -0.2 0.0
-0.1 0.0 0.3
-0.6 0.0 0.3


No. 3
Formula: C22H51N3O2
Source: the OMol25 dataset
Level of theory: ωB97M-V/def2-TZVPD

Properties
Net charge: 0
ΔE to the lowest compared entry with this formula, charge and spin, eV: 7.463
Orbital gap, eV: 8.31

Geometry (Å):
C: -4.03533 0.41638 -0.64586
C: -3.69219 -0.81785 0.19558
N: -4.64581 -1.90077 0.15178
C: -4.08183 -3.21096 0.74079
C: -3.67288 -3.22778 2.18739
C: -5.99477 -1.50957 0.58518
C: -6.90960 -2.17352 -0.37108
H: -4.35012 0.02426 -1.61294
H: -3.23527 1.14857 -0.75490
H: -4.86057 0.97797 -0.20801
H: -2.73182 -1.27729 -0.03833
H: -3.78849 -0.55297 1.24851
H: -4.69576 -4.10214 0.61044
H: -3.25859 -3.51123 0.09254
H: -4.47942 -2.79800 2.78142
H: -3.66410 -4.24430 2.58072
H: -2.77189 -2.68763 2.47817
H: -6.17848 -0.43609 0.54058
H: -6.13171 -1.84727 1.61246
H: -6.64697 -1.97135 -1.40947
H: -7.90704 -1.79812 -0.14243
H: -6.89501 -3.25552 -0.24012
C: 4.71194 -0.45762 2.17348
C: 4.08110 -0.31141 0.86492
N: 5.05165 -0.49021 -0.22984
C: 5.93623 0.61602 -0.72350
C: 7.23154 0.37785 -1.47409
C: 4.58104 -1.49251 -1.20623
C: 3.42656 -0.98118 -1.99756
H: 5.18801 -1.43788 2.19666
H: 3.82460 -0.46608 2.80645
H: 5.44107 0.29144 2.48232
H: 3.14633 -0.87205 0.86615
H: 3.68174 0.69382 0.73032
H: 5.31229 1.27736 -1.32469
H: 6.32396 1.25701 0.06827
H: 8.04085 0.40737 -0.74455
H: 7.17523 -0.58082 -1.98974
H: 7.47662 1.14217 -2.21155
H: 4.15294 -2.40976 -0.80190
H: 5.33443 -1.81664 -1.92417
H: 3.60083 0.07656 -2.19483
H: 2.54319 -0.93219 -1.36088
H: 3.19364 -1.47655 -2.94014
C: -2.53034 1.97913 1.30298
C: -1.58572 2.97736 0.49884
N: -0.26022 2.35704 0.31796
C: 0.60305 3.05241 -0.65095
C: 0.09110 3.17892 -2.07770
C: 0.54874 2.30383 1.58115
C: 1.88499 1.55466 1.46036
H: -2.24458 1.82176 2.34301
H: -2.47762 0.98877 0.85075
H: -3.54648 2.33298 1.12874
H: -2.02412 3.01001 -0.49858
H: -1.54891 3.93051 1.02634
H: 1.19622 3.92894 -0.39029
H: 1.52491 2.49089 -0.80249
H: 0.81102 3.51462 -2.82411
H: -0.19079 2.15685 -2.33068
H: -0.83343 3.75047 -2.15928
H: -0.05992 1.74218 2.28980
H: 0.64063 3.26869 2.07985
H: 1.77541 0.76118 0.72113
H: 2.26826 1.27564 2.44187
H: 2.69411 2.19902 1.11653
O: 0.51857 -0.78596 -3.33046
C: 0.22806 -0.86963 -2.13085
O: -0.91895 -1.52648 -1.77858
C: -1.10427 -1.47379 -0.37630
C: -0.27463 -0.23182 0.10899
C: 0.86964 -0.15643 -0.90837
H: -0.72211 -2.39316 0.06735
H: -2.16128 -1.48053 -0.11025
H: 0.14703 -0.08801 1.10378
H: -0.94465 0.62793 0.10560
H: 1.67058 -0.72206 -0.43229
H: 1.12727 0.86425 -1.19109

Cartesian forces (eV/Å) of the 6 atoms listed first:
-0.4 -0.9 -0.7
-3.3 0.6 1.9
0.1 -1.6 -0.5
0.0 1.0 -1.2
-0.6 0.4 1.1
1.3 -0.9 -0.2


No. 4
Formula: C8H16BBrFO6P
Source: the OMol25 dataset
Level of theory: ωB97M-V/def2-TZVPD

Properties
Net charge: 0
Orbital gap, eV: 9.66

Geometry (Å):
C: 4.90556 -0.67475 0.96195
C: 3.84630 -0.31602 2.03741
B: 2.59674 0.35642 1.37635
C: 1.25318 -0.40671 1.11448
Br: 1.58238 -0.92028 -0.75127
C: -0.08608 0.31340 1.39038
C: -0.96473 0.67064 0.19768
P: 2.85614 2.20768 0.85252
O: 4.03801 2.36642 -0.01235
O: 2.88182 3.07535 2.21419
O: 1.51015 2.78337 0.19829
H: 4.45755 -1.23416 0.14065
H: 5.68190 -1.30070 1.40369
H: 5.36127 0.22302 0.54861
H: 4.33384 0.34068 2.76674
H: 3.54342 -1.23160 2.55436
H: 1.26927 -1.35520 1.65038
H: 0.12733 1.22198 1.96156
H: -0.66956 -0.33598 2.04734
H: -1.31243 -0.22466 -0.31032
H: -0.43153 1.29908 -0.51422
H: -1.84329 1.21343 0.54659
H: 3.34986 2.64996 2.94014
H: 1.73135 3.41062 -0.50093
C: -5.04476 -0.82667 -3.28317
C: -5.60020 -2.12621 -2.72778
O: -4.76923 -2.35851 -1.61100
C: -4.26044 -1.16585 -1.19030
O: -3.69548 -0.99432 -0.16537
O: -4.50502 -0.20784 -2.11599
F: -5.47814 -3.15421 -3.60006
H: -4.24029 -1.04382 -3.98825
H: -5.78634 -0.17780 -3.73793
H: -6.63856 -2.07675 -2.39436

Cartesian forces (eV/Å) of the 6 atoms listed first:
0.0 -0.1 0.0
0.0 -0.2 -0.2
0.0 0.2 -0.2
-0.2 0.0 0.7
0.1 0.1 -0.1
-0.1 -0.1 0.0


Strongest force on any atom readings, ordered: 2.516, 2.705, 16.306, 0.703 eV/Å